{"formula": "C34H100N8O12", "method": "ωB97M-V/def2-TZVPD", "total_charge": 0, "homo_lumo_gap_ev": 9.132, "de_lowest_kcal_mol": 105.0, "smiles": "COC[C@H](C)N.COC[C@H](C)N.COC[C@H](C)N.COC[C@H](C)N.COC[C@H](C)N.COC[C@H](C)N.COC[C@H](C)N.COC[C@H](C)N.CCO.O.O.O", "e_homo_ev": -9.0713, "elements": ["C", "O", "C", "C", "C", "N", "H", "H", "H", "H", "H", "H", "H", "H", "H", "H", "H", "C", "O", "C", "C", "C", "N", "H", "H", "H", "H", "H", "H", "H", "H", "H", "H", "H", "C", "O", "C", "C", "C", "N", "H", "H", "H", "H", "H", "H", "H", "H", "H", "H", "H", "C", "O", "C", "C", "C", "N", "H", "H", "H", "H", "H", "H", "H", "H", "H", "H", "H", "C", "O", "C", "C", "C", "N", "H", "H", "H", "H", "H", "H", "H", "H", "H", "H", "H", "C", "O", "C", "C", "C", "N", "H", "H", "H", "H", "H", "H", "H", "H", "H", "H", "H", "C", "O", "C", "C", "C", "N", "H", "H", "H", "H", "H", "H", "H", "H", "H", "H", "H", "C", "O", "C", "C", "C", "N", "H", "H", "H", "H", "H", "H", "H", "H", "H", "H", "H", "C", "C", "O", "H", "H", "H", "H", "H", "H", "O", "H", "H", "O", "H", "H", "O", "H", "H"], "xyz": [[21.79698, -1.97866, 1.23508], [22.81407, -2.93955, 0.75490], [22.70075, -3.20340, -0.64467], [23.81111, -4.16619, -1.07184], [25.20719, -3.64901, -0.74918], [23.83346, -4.28821, -2.52723], [21.75890, -2.04246, 2.32255], [20.74374, -2.21432, 1.08257], [21.97437, -0.96385, 0.87901], [21.69821, -3.54240, -0.90562], [22.85410, -2.22589, -1.10188], [23.73753, -5.14789, -0.60391], [25.99886, -4.38568, -0.88588], [25.28298, -3.47582, 0.32430], [25.54652, -2.75422, -1.27100], [23.05550, -4.89706, -2.73741], [24.67983, -4.81662, -2.68386], [19.36835, 7.09169, -4.84700], [19.69494, 7.09230, -3.43845], [19.71309, 5.74682, -2.89428], [20.37150, 5.86391, -1.48787], [20.98657, 4.60324, -0.86214], [19.46017, 6.36567, -0.44640], [20.30071, 6.68456, -5.23823], [19.27875, 8.12884, -5.17008], [18.50384, 6.49112, -5.12992], [18.69655, 5.35375, -2.87865], [20.29423, 5.11166, -3.56282], [21.12388, 6.64651, -1.58563], [21.36896, 4.72048, 0.15183], [21.68940, 4.27851, -1.62940], [20.21433, 3.84687, -0.72199], [19.07340, 7.26627, -0.69019], [19.95678, 6.54689, 0.41420], [22.85499, -10.00472, -5.85694], [22.38722, -11.23050, -5.25602], [23.43169, -11.82265, -4.61065], [22.99515, -13.35312, -4.53738], [21.56851, -13.55874, -3.88850], [24.13592, -14.17306, -3.97842], [23.72570, -10.06482, -6.50989], [23.12611, -9.23082, -5.13884], [21.98446, -9.64831, -6.40763], [24.22312, -11.82097, -5.36014], [23.75273, -11.29661, -3.71158], [22.82797, -13.55378, -5.59562], [20.77936, -12.90545, -4.26072], [21.56217, -13.52048, -2.79919], [21.26528, -14.55510, -4.21011], [24.95737, -14.12211, -4.56384], [24.47321, -13.79875, -3.10308], [22.14962, 3.11693, 5.61457], [23.52975, 2.86292, 5.35823], [23.67566, 1.89726, 4.34340], [25.14832, 1.53814, 4.10613], [25.39147, 0.68180, 2.86761], [25.78243, 0.76801, 5.24118], [21.60232, 2.20666, 5.85945], [21.81654, 3.59921, 4.69557], [21.92531, 3.95802, 6.27058], [23.09925, 0.99015, 4.52501], [23.21794, 2.20875, 3.40448], [25.72560, 2.46220, 4.13713], [25.22377, -0.37384, 3.08115], [26.41676, 0.73716, 2.50181], [24.86898, 1.15809, 2.03800], [25.33767, -0.12889, 5.10762], [25.38865, 1.21201, 6.05843], [19.09762, 0.67546, -4.05544], [17.82742, 0.01017, -4.07375], [16.75970, 0.84472, -4.44487], [15.50311, 0.02698, -4.55060], [14.38068, 0.78764, -5.16152], [15.12361, -0.63046, -3.34860], [19.16750, 1.22728, -3.11804], [19.22502, 1.31488, -4.92895], [19.87356, -0.08674, -4.12676], [16.63227, 1.61972, -3.68907], [16.93427, 1.24793, -5.44239], [15.47933, -0.77213, -5.29152], [14.05984, 1.64928, -4.57609], [13.47031, 0.25882, -5.44380], [14.61213, 1.16343, -6.15818], [16.05589, -0.90672, -3.07542], [14.87530, 0.06662, -2.66120], [16.36164, -0.13598, 3.52886], [16.39933, 0.98850, 2.62880], [16.71382, 2.23997, 3.21661], [15.92894, 3.32452, 2.39809], [15.96860, 3.27936, 0.84510], [16.31003, 4.64383, 2.79353], [17.15774, -0.18190, 4.27197], [16.50534, -0.98950, 2.86633], [15.36815, -0.22275, 3.96880], [16.29770, 2.36941, 4.21571], [17.77632, 2.48263, 3.23441], [14.85249, 3.17576, 2.48307], [15.43009, 4.16396, 0.50511], [15.44942, 2.47171, 0.32910], [17.01011, 3.32118, 0.52633], [17.15421, 5.06501, 2.43289], [15.62185, 5.32126, 2.49756], [30.31640, 0.08668, -2.13683], [31.43008, 0.88998, -2.25048], [31.10318, 2.28486, -2.25490], [32.19393, 3.20901, -2.69529], [31.84885, 4.65553, -2.51004], [32.50719, 3.13632, -4.10260], [30.78672, -0.88057, -1.95986], [29.81229, 0.04654, -3.10242], [29.58702, 0.29433, -1.35390], [30.19277, 2.43972, -2.83393], [30.89820, 2.61944, -1.23797], [33.10872, 2.94432, -2.16500], [30.95326, 4.88427, -3.08769], [32.61676, 5.38206, -2.77569], [31.56745, 4.94695, -1.49812], [33.33750, 3.68011, -4.28965], [32.71798, 2.15842, -4.24177], [17.55125, -7.47808, 3.31918], [18.56075, -7.46459, 2.34463], [18.16830, -6.93977, 1.05532], [17.39696, -7.90533, 0.15033], [18.13875, -9.21289, -0.11722], [16.85307, -7.30902, -1.06900], [17.84059, -7.99592, 4.23363], [16.59479, -7.86984, 2.97302], [17.36913, -6.44707, 3.62241], [17.50616, -6.07620, 1.11791], [19.05926, -6.64806, 0.49927], [16.51688, -8.27452, 0.67687], [17.59326, -10.04779, -0.55708], [18.53918, -9.64715, 0.79885], [18.93545, -9.11680, -0.85486], [16.49960, -8.11426, -1.56573], [17.51068, -7.00626, -1.77326], [20.44901, -4.26766, -6.18226], [19.48445, -5.28385, -5.57365], [20.06377, -6.31483, -4.71343], [21.04435, -3.73536, -5.44042], [19.98613, -3.48301, -6.78072], [21.23643, -4.66614, -6.82201], [18.88064, -5.81502, -6.30943], [18.74178, -4.76342, -4.96893], [19.52512, -7.08492, -4.90942], [27.24605, -6.58296, -4.99510], [26.77925, -5.96639, -5.55918], [28.02955, -6.81740, -5.49249], [23.01118, -6.07446, 3.35616], [23.10952, -5.33981, 2.75047], [22.08492, -6.30926, 3.30023], [25.39005, -4.03019, -6.87562], [24.85206, -4.04927, -7.66710], [24.77013, -3.85244, -6.16828]], "atomic_forces_ev_per_a": [[0.6, -1.1, 0.3], [-1.9, 0.6, 0.8], [0.7, 0.7, 0.6], [1.1, 1.0, -0.3], [0.5, 0.1, 1.7], [-0.8, -0.3, 0.2], [1.0, 0.3, 0.1], [0.0, -0.6, -1.2], [0.3, 0.0, 0.0], [-0.1, -0.3, 0.0], [0.1, 0.0, -0.7], [-0.5, 0.0, 0.4], [-0.2, -0.4, -0.5], [-0.1, 0.4, 0.1], [-0.5, 0.1, -0.2], [-0.1, -0.2, -0.7], [0.0, -0.2, -0.6], [1.6, 0.0, 1.1], [-1.1, -0.6, 0.2], [0.4, 1.1, 0.6], [-0.3, 0.6, 1.3], [-0.7, -0.1, -1.5], [-1.1, 0.2, -0.3], [-0.3, -0.2, -1.1], [-0.2, -0.1, 0.1], [-0.1, 0.0, 0.2], [-0.2, -0.1, 0.3], [0.3, -0.2, 0.0], [0.6, -0.3, -0.5], [0.5, 0.5, -0.4], [0.5, -0.6, 0.6], [-0.2, -0.1, -0.4], [-0.2, 0.1, -0.3], [0.3, -0.2, 0.0], [-1.5, 0.2, 0.1], [-0.4, 2.8, -1.1], [0.1, -2.8, -0.6], [0.6, 1.7, 1.2], [1.2, -0.8, -0.3], [-1.4, 0.1, -0.3], [0.0, -0.8, -0.2], [-0.1, -0.1, 0.5], [0.2, 0.2, -0.2], [0.9, -0.1, 0.4], [-0.1, -0.2, 0.4], [0.4, -0.5, 0.0], [0.5, 0.4, -0.2], [0.2, 0.0, 0.0], [-0.1, -0.2, 0.3], [-0.2, 0.0, -0.5], [-0.4, 0.2, 0.3], [0.3, 0.9, -1.4], [0.0, -0.3, 0.8], [0.3, -0.5, -0.7], [1.2, -0.4, 1.3], [0.4, 1.4, -0.4], [-1.1, 0.8, -1.1], [-0.1, 0.1, 0.0], [-0.8, -0.6, -0.5], [0.8, -0.5, 0.9], [0.0, -0.4, 0.7], [0.1, 0.7, -0.3], [-0.2, 0.3, -0.7], [-0.6, 0.1, -0.4], [0.3, 0.1, 0.6], [-0.7, -0.8, -0.2], [0.1, -0.5, 0.8], [0.1, -0.3, 0.6], [-0.7, -0.6, 0.0], [0.8, -0.2, -0.2], [0.1, -0.5, -0.7], [-1.7, -0.5, -1.7], [-1.3, 1.9, -0.8], [0.6, -0.2, 1.0], [0.3, 0.3, -0.1], [-0.1, 0.3, 0.0], [-0.1, 0.0, 0.3], [-0.1, 0.4, 0.0], [0.3, 0.5, 0.0], [1.6, -0.4, -0.1], [0.0, 0.2, 0.2], [0.1, -0.7, 0.8], [0.7, 0.4, 0.0], [0.0, -0.9, 1.0], [-0.3, 0.2, 0.3], [-0.1, 0.1, -1.3], [0.6, -0.2, 1.0], [-1.8, 1.1, -1.1], [0.1, -0.8, -2.0], [0.6, -0.4, 0.0], [-0.4, 1.5, 1.4], [0.0, 0.4, 0.1], [-0.1, -0.2, 0.1], [0.1, 0.1, 0.3], [0.2, -0.4, 0.3], [0.2, -0.2, -0.1], [-0.1, 0.1, 1.3], [0.3, 0.3, 0.0], [0.2, -0.5, 0.4], [0.0, 0.1, -0.4], [0.5, -0.9, -0.3], [-0.4, -0.1, 0.2], [0.2, -1.5, -0.7], [1.0, 2.3, 0.1], [-0.5, -0.1, 0.5], [1.3, 0.6, -0.4], [-1.2, 1.1, 1.2], [-0.4, -1.2, -0.8], [-0.6, -0.4, 0.1], [-0.4, -0.1, -0.1], [0.2, 0.4, 0.3], [-0.1, 0.1, -0.3], [-0.3, -0.2, 0.4], [0.0, 0.0, 0.8], [0.1, 0.0, -0.3], [0.2, -0.4, -0.3], [0.1, -0.3, 0.4], [0.1, -0.1, -0.1], [0.3, -0.2, -0.7], [-0.6, 1.0, 0.2], [0.2, -0.2, -1.3], [-0.5, -0.3, -0.2], [-0.1, -1.8, 0.2], [1.0, -0.6, -0.2], [-0.3, 0.0, -0.2], [0.4, -0.3, -0.4], [0.0, -0.3, -0.2], [-0.2, 0.3, 0.1], [0.1, 0.4, 0.5], [0.3, 0.1, 0.4], [-0.3, 0.5, 0.4], [-0.9, 0.3, 0.0], [0.3, 0.3, 0.1], [0.5, 0.5, 0.2], [-0.8, -0.1, 0.0], [0.9, 0.5, 0.5], [1.0, -0.1, 0.2], [-0.5, -0.2, 0.4], [0.1, 0.9, -0.8], [-0.3, 0.0, 0.5], [-0.6, -0.2, 0.1], [-0.3, -0.6, -0.2], [0.2, 0.2, -0.5], [0.1, 0.3, 0.1], [0.2, -0.2, 0.2], [-0.1, -0.1, 0.3], [-0.2, 0.3, -0.2], [0.2, -0.1, -0.1], [0.2, -0.1, 0.2], [0.1, 0.3, -0.2], [-0.3, -0.1, 0.0], [0.3, -0.1, 0.1], [-0.1, 0.0, -0.2], [-0.2, 0.1, 0.3]]}